Record 1
Below is 4 unconnected molecules or ions with the total composition C24H46F2NO17P3 at a distorted geometry, with properties calculated with ωB97M-V with the def2-TZVPD basis set.

Element x y z (Å)
O 4.629 3.547 2.943
C 3.555 3.927 2.641
C 2.267 3.703 3.353
C 1.300 4.220 2.612
N -0.087 4.143 3.014
C -0.846 5.373 2.825
O -1.523 5.830 3.684
F -0.747 5.946 1.631
C -0.678 3.072 2.252
O -0.298 1.962 2.302
F -1.682 3.457 1.485
C 1.915 4.785 1.354
O 1.442 5.182 0.353
O 3.286 4.706 1.539
H 2.146 3.201 4.300
C 4.531 -3.103 -1.690
C 5.324 -2.689 -0.464
O 5.889 -1.381 -0.587
P 4.916 -0.080 -0.494
O 4.327 -0.135 0.853
O 6.012 1.094 -0.455
C 6.048 2.056 0.606
C 7.133 1.705 1.598
O 4.602 -0.014 -2.045
C 5.100 0.954 -2.986
C 6.471 0.560 -3.481
H 3.636 -2.490 -1.810
H 4.217 -4.144 -1.606
H 5.131 -2.983 -2.593
H 4.700 -2.734 0.433
H 6.165 -3.366 -0.315
H 5.081 2.139 1.090
H 6.265 3.023 0.146
H 6.972 0.706 2.007
H 7.152 2.424 2.417
H 8.107 1.702 1.107
H 5.081 1.960 -2.573
H 4.393 0.946 -3.817
H 7.191 0.518 -2.666
H 6.817 1.284 -4.220
H 6.439 -0.427 -3.943
C -0.275 -6.840 -5.777
C 0.815 -5.838 -5.449
O 0.334 -4.487 -5.445
P -0.594 -3.985 -4.242
O 0.093 -4.098 -2.955
O -0.628 -2.411 -4.599
C -0.236 -1.409 -3.661
C 1.170 -0.933 -3.951
O -2.030 -4.358 -4.754
C -3.039 -3.456 -5.243
C -2.822 -3.140 -6.703
H -1.029 -6.876 -4.989
H 0.149 -7.838 -5.887
H -0.783 -6.564 -6.702
H 1.274 -6.065 -4.483
H 1.599 -5.876 -6.204
H -0.326 -1.770 -2.638
H -0.941 -0.583 -3.777
H 1.879 -1.761 -3.919
H 1.480 -0.178 -3.226
H 1.227 -0.502 -4.952
H -3.100 -2.560 -4.629
H -3.986 -3.982 -5.118
H -1.863 -2.651 -6.865
H -3.616 -2.485 -7.062
H -2.827 -4.057 -7.295
C -6.163 3.685 6.826
C -4.810 3.087 6.492
O -4.920 1.892 5.705
P -5.338 1.997 4.165
O -4.380 2.811 3.411
O -5.070 0.467 3.728
C -4.200 0.146 2.641
C -2.842 -0.266 3.157
O -6.903 1.936 4.241
C -7.748 0.831 3.871
C -7.857 -0.168 4.997
H -6.664 4.055 5.930
H -6.047 4.519 7.519
H -6.813 2.935 7.277
H -4.183 3.813 5.968
H -4.291 2.799 7.405
H -4.117 0.982 1.948
H -4.666 -0.679 2.098
H -2.408 0.529 3.764
H -2.165 -0.485 2.331
H -2.917 -1.151 3.790
H -7.417 0.374 2.941
H -8.727 1.267 3.671
H -6.885 -0.590 5.248
H -8.528 -0.977 4.710
H -8.248 0.313 5.894

The SMILES is O=C1C=C(N(C(=O)F)C(=O)F)C(=O)O1.CCOP(=O)(OCC)OCC.CCOP(=O)(OCC)OCC.CCOP(=O)(OCC)OCC. The gap between HOMO and LUMO comes out at 8.57 eV. For the max |F|, the calculation gives 5.3 eV/Å. For the total energy, the calculation gives -3499.97782 hartree.

Atom charges from the Löwdin analysis, given in e for atoms 1 to 5: 0.190, -0.416, 0.163, -0.095, 0.152

***

Record 2
Below is a molecular structure, C24H46F8N4O22PS3 at a distorted geometry, with properties calculated with ωB97M-V with the def2-TZVPD basis set.

Element x y z (Å)
P 0.480 0.240 -0.452
F -0.759 0.196 -1.505
F -0.671 0.503 0.675
F 0.339 -1.379 -0.220
F 1.691 0.195 0.592
F 1.441 -0.053 -1.720
F 0.664 1.832 -0.645
C 8.366 0.184 3.061
C 7.305 -0.018 1.975
O 7.603 -0.500 0.896
N 6.072 0.449 2.269
C 4.893 0.346 1.440
H 8.005 0.930 3.768
H 9.254 0.542 2.546
H 8.625 -0.770 3.513
H 5.897 0.885 3.156
H 3.978 0.316 2.030
H 4.900 -0.485 0.739
H 4.791 1.242 0.818
C 2.804 -5.139 4.164
C 2.186 -4.261 3.067
O 0.996 -4.295 2.802
N 3.109 -3.561 2.375
C 2.845 -2.954 1.070
H 3.175 -6.047 3.690
H 2.049 -5.379 4.908
H 3.632 -4.646 4.677
H 4.056 -3.638 2.700
H 3.377 -3.504 0.289
H 3.060 -1.896 0.999
H 1.811 -3.218 0.856
C -4.021 -0.455 -1.123
C -5.253 -0.112 -0.291
O -6.378 -0.307 -0.707
N -5.036 0.517 0.892
C -3.791 1.052 1.424
H -4.332 -0.999 -2.015
H -3.255 -1.094 -0.691
H -3.513 0.453 -1.453
H -5.845 1.037 1.195
H -3.012 1.266 0.694
H -3.373 0.499 2.266
H -4.024 2.026 1.865
C -3.957 6.400 -1.446
C -2.929 5.520 -2.129
O -1.998 5.970 -2.789
N -3.069 4.187 -1.951
C -2.313 3.209 -2.700
H -4.892 6.118 -1.945
H -3.868 7.447 -1.720
H -3.963 6.221 -0.374
H -3.750 3.866 -1.284
H -2.318 2.222 -2.242
H -1.253 3.460 -2.755
H -2.664 3.120 -3.729
C -0.259 4.030 0.532
C 0.962 3.850 1.396
O 0.533 4.317 2.627
C -0.626 5.035 2.475
O -1.244 5.474 3.380
O -0.930 5.139 1.178
F 1.928 4.720 0.900
H -0.934 3.174 0.605
H -0.133 4.241 -0.524
H 1.317 2.824 1.378
C -2.315 -2.697 2.203
C -2.016 -3.166 0.775
O -3.302 -3.310 0.214
C -4.182 -3.499 1.216
O -5.305 -3.862 1.061
O -3.649 -3.182 2.391
F -1.340 -4.360 0.832
H -2.341 -1.608 2.240
H -1.649 -3.243 2.865
H -1.389 -2.482 0.209
C 1.451 0.726 3.691
C 0.659 -0.562 3.561
O -0.277 -0.501 4.638
S -0.735 1.056 4.876
O -0.736 1.354 6.260
O -1.901 1.347 4.096
O 0.575 1.709 4.218
H 1.760 1.069 2.703
H 2.340 0.555 4.302
H 1.219 -1.481 3.733
H 0.181 -0.672 2.583
C -1.615 -2.313 -2.918
C -0.394 -3.175 -3.336
O -0.917 -4.214 -4.182
S -2.472 -3.885 -4.592
O -3.230 -5.093 -4.735
O -2.430 -2.916 -5.660
O -2.706 -3.184 -3.156
H -1.747 -1.445 -3.565
H -1.582 -2.097 -1.860
H 0.160 -3.586 -2.496
H 0.279 -2.663 -4.026
C 1.897 -0.314 -5.144
C 0.797 0.730 -4.851
O -0.066 0.726 -5.998
S 0.531 -0.228 -7.163
O 1.472 0.538 -7.955
O -0.535 -0.892 -7.831
O 1.332 -1.202 -6.121
H 2.048 -0.887 -4.232
H 2.770 0.088 -5.661
H 1.223 1.732 -4.783
H 0.354 0.541 -3.874

Its total charge is -1. The gap between HOMO and LUMO comes out at 9.11 eV. For the max |F|, the calculation gives 1.9 eV/Å. For the total energy, the calculation gives -5151.62608 hartree.

Atom charges from the Löwdin analysis, given in e for atoms 1 to 5: 0.202, -0.169, -0.158, -0.174, -0.138

***

Record 3
Below is 11 unconnected molecules or ions with the total composition C24H46FNO40S9 at a distorted geometry, with properties calculated with ωB97M-V with the def2-TZVPD basis set.

Element x y z (Å)
O -0.211 -4.520 -1.335
C -0.690 -3.706 -2.178
O -0.519 -3.752 -3.510
C -1.336 -2.786 -4.119
C -2.039 -2.012 -3.014
F -3.339 -2.097 -3.359
O -1.550 -2.770 -1.907
H -0.749 -2.079 -4.705
H -1.989 -3.361 -4.777
H -1.627 -1.004 -2.964
O 0.512 -1.433 1.306
S 0.778 -0.451 0.276
O 1.910 -0.567 -0.601
O -0.594 -0.181 -0.576
C -1.296 0.952 -0.166
C -0.292 1.814 0.399
O 0.702 1.084 1.032
H -1.879 1.251 -1.036
H -1.952 0.653 0.652
H -0.709 2.460 1.173
H 0.078 2.500 -0.363
O -6.295 1.200 -5.494
S -4.878 1.216 -5.556
O -4.227 0.185 -6.330
O -4.348 2.729 -5.871
C -4.304 3.550 -4.705
C -4.065 2.591 -3.564
O -4.301 1.286 -4.078
H -3.461 4.212 -4.905
H -5.187 4.172 -4.559
H -4.657 2.753 -2.664
H -3.072 2.667 -3.119
O -3.007 3.007 3.893
S -3.255 1.813 3.117
O -3.821 1.948 1.770
O -2.069 0.687 3.244
C -2.639 -0.627 3.125
C -4.013 -0.471 3.903
O -4.308 0.915 4.039
H -2.740 -0.777 2.050
H -1.886 -1.323 3.495
H -4.019 -1.008 4.851
H -4.798 -0.735 3.194
O 2.297 -4.515 4.004
S 2.153 -3.027 4.037
O 2.599 -2.265 2.828
O 0.560 -2.706 4.233
C 0.205 -2.992 5.600
C 1.433 -2.488 6.434
O 2.463 -2.322 5.500
H -0.738 -2.448 5.664
H -0.098 -4.002 5.876
H 1.635 -3.374 7.036
H 1.335 -1.595 7.052
O 5.023 -6.169 -1.574
S 4.869 -5.502 -0.367
O 5.083 -6.164 0.902
O 5.474 -3.976 -0.513
C 4.411 -2.944 -0.750
C 3.073 -3.540 -0.325
O 3.287 -4.953 -0.394
H 4.629 -2.007 -0.238
H 4.384 -2.618 -1.789
H 2.187 -3.300 -0.912
H 2.912 -3.279 0.721
O 6.321 1.085 -5.389
S 5.565 -0.118 -5.196
O 5.250 -0.964 -6.295
O 6.477 -0.977 -4.086
C 6.294 -0.601 -2.763
C 4.949 0.190 -2.698
O 4.387 0.105 -4.023
H 6.243 -1.449 -2.080
H 7.220 -0.075 -2.531
H 5.132 1.262 -2.771
H 4.108 -0.116 -2.075
O -1.316 3.989 -2.037
S -2.087 4.932 -1.369
O -3.501 5.075 -1.607
O -1.986 4.577 0.338
C -1.723 5.599 1.224
C -1.595 6.849 0.197
O -1.412 6.336 -1.120
H -2.578 5.818 1.863
H -0.873 5.308 1.841
H -0.674 7.392 0.415
H -2.476 7.471 0.357
O 2.375 1.664 -2.449
S 1.861 2.389 -3.608
O 1.471 3.773 -3.355
O 2.858 2.370 -4.934
C 2.198 1.672 -6.109
C 0.736 1.726 -5.814
O 0.600 1.622 -4.391
H 2.435 2.085 -7.090
H 2.684 0.697 -6.141
H 0.240 0.918 -6.353
H 0.264 2.664 -6.106
O -3.989 -5.547 4.412
S -3.252 -4.295 4.221
O -3.227 -3.380 5.366
O -1.653 -4.634 3.813
C -1.326 -4.408 2.423
C -2.762 -4.174 1.743
O -3.480 -3.526 2.730
H -0.669 -3.566 2.205
H -1.024 -5.381 2.037
H -3.127 -5.173 1.505
H -2.597 -3.632 0.812
C 1.427 0.701 4.348
N 1.186 1.992 4.922
C 0.633 3.070 4.327
C 0.452 4.386 5.033
O 0.185 3.062 3.211
H 0.849 0.615 3.428
H 0.976 -0.009 5.042
H 2.423 0.561 3.929
H 1.420 2.118 5.897
H -0.442 4.909 4.695
H 1.319 5.030 4.887
H 0.195 4.218 6.078

The SMILES is O=C1OC[C@@H](F)O1.O=S1(=O)OCCO1.O=S1(=O)OCCO1.O=S1(=O)OCCO1.O=S1(=O)OCCO1.O=S1(=O)OCCO1.O=S1(=O)OCCO1.O=S1(=O)OCCO1.O=S1(=O)OCCO1.O=S1(=O)OCCO1.CNC(C)=O. The gap between HOMO and LUMO comes out at 9.93 eV. For the max |F|, the calculation gives 7.2 eV/Å. For the total energy, the calculation gives -7689.59735 hartree.

Atom charges from the Löwdin analysis, given in e for atoms 1 to 5: 0.098, -0.518, 0.092, -0.063, -0.264

***

Record 4
Below is 9 unconnected molecules or ions with the total composition C24H46O30S8 at a distorted geometry, with properties calculated with ωB97M-V with the def2-TZVPD basis set.

Element x y z (Å)
C 6.989 -28.820 -13.168
C 5.880 -29.566 -12.433
O 6.275 -29.855 -11.098
S 5.908 -31.290 -10.450
C 4.590 -30.854 -9.330
O 5.356 -32.100 -11.516
O 7.067 -31.647 -9.698
H 6.757 -28.466 -14.166
H 7.913 -29.395 -13.088
H 7.218 -27.929 -12.569
H 4.951 -28.990 -12.457
H 5.671 -30.443 -13.042
H 3.963 -31.682 -9.013
H 3.930 -30.212 -9.914
H 5.072 -30.322 -8.513
C 8.874 -34.262 -10.859
C 8.968 -33.803 -12.290
O 9.680 -34.819 -13.041
S 10.569 -34.301 -14.307
C 11.086 -35.932 -14.822
O 9.670 -33.676 -15.241
O 11.717 -33.560 -13.822
H 8.239 -35.152 -10.770
H 8.285 -33.597 -10.225
H 9.822 -34.506 -10.393
H 7.962 -33.782 -12.711
H 9.527 -32.873 -12.414
H 10.135 -36.441 -14.687
H 11.951 -36.225 -14.242
H 11.329 -35.748 -15.868
O 16.357 -32.723 -7.631
S 16.313 -33.992 -6.977
O 16.372 -35.162 -7.785
O 17.410 -34.093 -5.796
C 16.831 -34.281 -4.497
C 15.429 -33.729 -4.613
O 15.049 -34.132 -5.911
H 16.852 -35.347 -4.264
H 17.468 -33.825 -3.740
H 15.271 -32.663 -4.453
H 14.813 -34.352 -3.960
O 17.463 -28.818 -8.045
S 16.739 -29.172 -6.861
O 17.184 -30.292 -6.095
O 16.436 -27.853 -5.913
C 15.237 -28.073 -5.200
C 14.329 -28.754 -6.209
O 15.126 -29.373 -7.211
H 15.398 -28.701 -4.319
H 14.882 -27.131 -4.786
H 13.386 -28.341 -6.564
H 13.923 -29.653 -5.727
O 15.105 -30.480 -13.764
S 15.204 -31.565 -12.828
O 14.668 -32.821 -13.276
O 16.654 -31.645 -12.131
C 16.776 -30.705 -11.056
C 15.332 -30.547 -10.513
O 14.432 -31.117 -11.466
H 17.313 -31.275 -10.303
H 17.222 -29.740 -11.274
H 15.068 -29.495 -10.407
H 15.222 -31.005 -9.533
O 11.533 -36.479 -9.062
S 12.317 -36.575 -10.261
O 12.300 -37.765 -11.050
O 11.937 -35.318 -11.200
C 12.586 -34.127 -10.722
C 13.939 -34.665 -10.173
O 13.830 -36.086 -10.089
H 12.674 -33.410 -11.530
H 12.071 -33.673 -9.874
H 14.181 -34.277 -9.186
H 14.731 -34.439 -10.885
O 6.948 -31.328 -4.808
S 7.688 -32.269 -4.004
O 8.986 -31.857 -3.527
O 6.750 -32.919 -2.836
C 6.161 -34.151 -3.258
C 6.615 -34.383 -4.713
O 7.880 -33.683 -4.759
H 6.512 -34.926 -2.581
H 5.075 -34.135 -3.321
H 5.886 -33.898 -5.364
H 6.951 -35.352 -5.069
O 12.087 -39.663 -7.259
S 13.068 -38.918 -6.554
O 14.033 -39.619 -5.743
O 13.756 -37.811 -7.496
C 13.871 -36.573 -6.837
C 12.565 -36.409 -6.076
O 12.341 -37.761 -5.601
H 14.711 -36.737 -6.155
H 14.098 -35.793 -7.548
H 11.713 -36.187 -6.715
H 12.645 -35.762 -5.207
C 10.627 -32.790 -7.102
C 11.858 -32.545 -6.524
C 12.796 -31.684 -7.120
C 12.566 -31.057 -8.343
C 11.304 -31.313 -8.892
C 10.335 -32.027 -8.253
H 9.928 -33.542 -6.762
H 12.120 -33.013 -5.582
H 13.599 -31.482 -6.421
H 13.343 -30.395 -8.690
H 10.982 -30.873 -9.831
H 9.381 -32.246 -8.716

The SMILES is CCOS(C)(=O)=O.CCOS(C)(=O)=O.O=S1(=O)OCCO1.O=S1(=O)OCCO1.O=S1(=O)OCCO1.O=S1(=O)OCCO1.O=S1(=O)OCCO1.O=S1(=O)OCCO1.c1ccccc1. The gap between HOMO and LUMO comes out at 9.55 eV. For the max |F|, the calculation gives 3.5 eV/Å. For the total energy, the calculation gives -6384.54760 hartree.

Atom charges from the Löwdin analysis, given in e for atoms 1 to 5: -0.061, -0.288, -0.243, 0.614, -0.108